{"formula": "F4InN4O14S4", "method": "the ωB97M-V functional and the def2-TZVPD basis", "lumo_ha": -0.1522, "homo_energy_ev": -8.185, "homo_lumo_gap_ev": 4.0, "energy_ev": -93998.4268, "multiplicity": 1, "charge": -1, "elements": ["In", "N", "S", "O", "O", "F", "S", "O", "O", "F", "N", "S", "O", "O", "F", "S", "O", "O", "F", "N", "O", "O", "O", "N", "O", "O", "O"], "xyz": [[22.5979, -0.1044, 2.0650], [23.1190, -2.0544, 0.2379], [23.5659, -3.5419, 0.4318], [24.9648, -3.7119, 0.6272], [22.8260, -4.4869, -0.3359], [22.9697, -3.7738, 1.8941], [23.3687, -1.8729, -1.4077], [22.2891, -2.3094, -2.2160], [24.7028, -1.9170, -1.8632], [22.9672, -0.3195, -1.3022], [24.5106, 1.4388, 1.0413], [24.6429, 2.9611, 0.6697], [24.1509, 3.3993, -0.5856], [25.7481, 3.6432, 1.2563], [23.4810, 3.4295, 1.7247], [25.8666, 0.7884, 0.3566], [27.1080, 1.1284, 0.9450], [25.7315, 0.7024, -1.0458], [25.6821, -0.6819, 0.9250], [25.5071, -1.1601, 3.7141], [26.6918, -1.2279, 3.9053], [24.7745, -2.1465, 3.6100], [24.9565, -0.0090, 3.5680], [19.7865, -2.0203, 2.7249], [20.4109, -1.7622, 3.7645], [20.3386, -1.6915, 1.6058], [18.6923, -2.5335, 2.7082]]}